(1)
Below is a cluster of 2 separate species, C5H10O2 in total, with properties calculated with the ωB97M-V functional and the def2-TZVPD basis.

The calculation puts the energy above the lowest of the compared OMol25 structures with the same formula, charge and spin at 66.13 kcal/mol. As for the charge: 0. The HOMO-LUMO gap comes out at 9.82 eV. Its SMILES is C=COCC.C=O.

Last column: natural (NBO) charge in e.
Atoms and positions in Å:
H1 2.6597 -1.8370 0.5842  0.11
H2 0.4480 -2.6496 -1.1645  0.20
C1 -0.2323 -0.6536 -1.1657  0.15
H3 -1.7624 1.1676 1.3409  0.21
H4 0.7323 -0.1968 -1.4027  0.17
C2 -0.9681 1.5238 -0.6312  -0.06
H5 -1.7881 2.1485 -0.9966  0.19
C3 -0.3810 -1.9671 -1.0046  -0.52
H6 -1.3512 -2.3776 -0.7449  0.21
O1 2.3062 0.0792 1.1277  -0.52
C4 2.0601 -1.1009 1.1560  0.28
C5 -0.8659 1.5989 0.8843  -0.64
H7 -0.0381 1.8746 -1.1025  0.17
H8 -0.7788 2.6430 1.2074  0.22
H9 0.0127 1.0581 1.2509  0.23
O2 -1.2743 0.2067 -1.0814  -0.51
H10 1.2212 -1.5178 1.7428  0.12


(2)
Below is a cluster of 2 separate species, C5H10O2 in total, with properties calculated with the ωB97M-V functional and the def2-TZVPD basis.

The calculation puts the energy above the lowest of the compared OMol25 structures with the same formula, charge and spin at 100.96 kcal/mol. As for the charge: 0. The HOMO-LUMO gap comes out at 10.31 eV. Its SMILES is OCC1C=C1.CO.

Last column: natural (NBO) charge in e.
Atoms and positions in Å:
H1 1.9550 1.5850 -1.5637  0.18
C1 -1.1413 1.5913 -1.2811  -0.16
C2 -0.4987 -1.8292 1.5544  -0.26
H2 0.1151 -0.0477 -2.1782  0.19
H3 -1.9372 -0.0837 0.0503  0.23
H4 1.2837 1.7261 0.0781  0.15
C3 0.0284 0.6422 -1.3215  -0.26
H5 -1.6670 2.3796 -1.8060  0.23
H6 -1.4823 -1.8230 2.0521  0.17
H7 1.6990 -0.5151 0.2997  0.48
O1 0.2007 -0.6001 1.7350  -0.74
H8 -0.3791 0.1480 1.5387  0.48
C4 1.4103 1.0345 -0.7774  -0.08
H9 0.1188 -2.5945 2.0341  0.20
O2 2.1835 -0.0982 -0.4333  -0.73
H10 -0.6456 -2.0938 0.4926  0.17
C5 -1.2433 0.5786 -0.4738  -0.25


(3)
Below is a cluster of 2 separate species, C5H10O2 in total, with properties calculated with the ωB97M-V functional and the def2-TZVPD basis.

The calculation puts the energy above the lowest of the compared OMol25 structures with the same formula, charge and spin at 44.94 kcal/mol. As for the charge: 0. The HOMO-LUMO gap comes out at 9.44 eV. Its SMILES is CCC=O.C=CO.

Last column: natural (NBO) charge in e.
Atoms and positions in Å:
O1 2.4200 -0.8669 0.9218  -0.70
O2 0.4534 -1.1533 -0.9755  -0.56
H1 1.9976 1.0276 -1.0480  0.20
H2 -2.8379 -1.6190 0.0128  0.21
H3 -1.7518 -0.5852 -2.0351  0.23
H4 -1.7296 0.9858 -1.2020  0.23
H5 -0.1728 -0.0099 0.5616  0.13
H6 -2.7714 -0.0542 0.8436  0.21
C1 -0.3739 -0.4411 -0.4404  0.47
C2 2.7453 0.4408 0.8594  0.17
C3 -2.8461 -0.5349 -0.1381  -0.60
H7 1.8832 -1.1090 0.1389  0.50
C4 2.4869 1.3106 -0.1202  -0.58
C5 -1.6984 -0.1027 -1.0553  -0.51
H8 2.8023 2.3416 -0.0091  0.21
H9 3.2775 0.7469 1.7574  0.17
H10 -3.8098 -0.2603 -0.5750  0.22


(4)
Below is the molecule C5H10O2 in a non-equilibrium geometry, with properties calculated with the ωB97M-V functional and the def2-TZVPD basis.

The calculation puts the energy above the lowest of the compared OMol25 structures with the same formula, charge and spin at 99.13 kcal/mol. As for the charge: 0. The HOMO-LUMO gap comes out at 10.02 eV. Its SMILES is CO[C@H]1C[C@H]1CO.

Last column: natural (NBO) charge in e.
Atoms and positions in Å:
H1 -0.1431 0.6905 1.7942  0.23
H2 -0.4079 -1.1070 2.1311  0.22
H3 2.3973 0.6797 0.9516  0.17
H4 2.9131 1.1844 -0.6868  0.19
O1 -1.6101 0.9092 -1.8585  -0.72
C1 0.3622 -0.6446 0.0759  0.09
C2 2.3952 0.4139 -0.1143  -0.24
H5 -2.5478 1.2476 -0.0426  0.18
C3 -1.9526 0.4795 -0.5596  -0.11
H6 -0.6512 0.9366 -1.9730  0.49
H7 0.6765 -1.6661 -0.1179  0.18
O2 1.0723 0.3338 -0.6052  -0.53
H8 -1.5441 -1.6046 0.1978  0.18
H9 2.9196 -0.5455 -0.2359  0.17
C4 -1.0943 -0.5120 0.1853  -0.26
C5 -0.2705 -0.3158 1.4067  -0.44
H10 -2.5147 -0.4795 -0.5487  0.21


(5)
Below is a structure of composition C5H10O2 in a non-equilibrium geometry, with properties calculated with the ωB97M-V functional and the def2-TZVPD basis.

The calculation puts the energy above the lowest of the compared OMol25 structures with the same formula, charge and spin at 59.60 kcal/mol. As for the charge: 0. The HOMO-LUMO gap comes out at 10.32 eV.

Last column: natural (NBO) charge in e.
Atoms and positions in Å:
C1 1.8651 -0.5569 0.0229  -0.06
H1 2.5587 -1.4060 0.0532  0.17
H2 -0.6164 1.9098 1.1365  0.18
C2 -0.4694 0.2723 -0.4219  -0.26
H3 -2.2842 -0.9979 -0.5142  0.16
H4 0.5593 -1.3614 -1.4005  0.21
H5 -0.0755 1.0424 -1.0980  0.20
H6 2.2371 0.9512 0.9039  0.47
H7 -2.3982 0.4246 -1.5938  0.18
O1 -2.3198 0.8641 0.4660  -0.54
H8 0.0491 -1.7079 0.2655  0.21
H9 2.2501 0.1759 -0.7094  0.15
O2 1.8893 0.1311 1.2614  -0.72
C3 -0.9505 0.8920 0.9030  -0.05
H10 -0.7843 0.2529 1.7784  0.18
C4 0.4605 -0.9335 -0.3953  -0.42
C5 -1.9711 0.0473 -0.6576  -0.05


(6)
Below is a cluster of 2 separate species, C5H10O2 in total, with properties calculated with the ωB97M-V functional and the def2-TZVPD basis.

The calculation puts the energy above the lowest of the compared OMol25 structures with the same formula, charge and spin at 58.58 kcal/mol. As for the charge: 0. The HOMO-LUMO gap comes out at 9.50 eV. Its SMILES is C/C=C\O.CC=O.

Last column: natural (NBO) charge in e.
Atoms and positions in Å:
H1 -0.5041 1.4947 1.4250  0.18
H2 0.4493 1.4182 -1.2185  0.48
O1 0.3086 1.8913 -0.3864  -0.70
O2 0.7738 -1.4988 -0.6116  -0.55
H3 1.7955 0.4595 1.8050  0.23
H4 2.1566 -1.2984 1.6792  0.24
C1 1.4185 -0.5106 1.4647  -0.72
H5 2.3563 -0.2443 -0.4816  0.11
H6 -2.7107 0.0374 -1.6021  0.22
H7 -1.8290 -0.4079 0.7823  0.21
C2 -1.6617 -0.2185 -1.4138  -0.64
C3 1.4834 -0.7347 -0.0023  0.44
C4 -0.5626 1.1720 0.3899  0.11
H8 -1.0605 0.3209 -2.1549  0.19
C5 -1.3471 0.1716 -0.0014  -0.28
H9 0.4630 -0.7644 1.9245  0.24
H10 -1.5294 -1.2882 -1.5981  0.24


(7)
Below is the molecule C5H10O2, with properties calculated with the ωB97M-V functional and the def2-TZVPD basis.

The calculation puts the energy above the lowest of the compared OMol25 structures with the same formula, charge and spin at 116.68 kcal/mol. As for the charge: 0. The HOMO-LUMO gap (alpha / beta) comes out at 7.11 / 7.59 eV.

Last column: natural (NBO) charge in e.
Atoms and positions in Å:
H1 -0.7351 -0.8851 -0.7286  0.22
O1 -0.1893 -0.2374 1.7272  -0.53
H2 -1.6879 -1.5550 1.1130  0.17
H3 0.0027 2.8713 -1.9382  0.22
C1 0.7535 -0.5527 0.7574  -0.03
H4 -1.7804 -0.9165 2.7760  0.20
H5 1.0435 -1.6085 0.7696  0.20
H6 1.4965 1.8759 -1.7087  0.28
H7 0.3293 1.3126 -2.8344  0.28
H8 1.6363 0.0717 0.9071  0.20
C2 -1.1007 -1.2793 2.0019  -0.25
C3 0.4056 1.8602 -1.8806  -0.72
H9 -0.5814 -2.1755 2.3679  0.18
C4 0.2730 -0.3541 -0.8013  0.00
H10 -0.8473 1.3717 -0.0708  0.21
O2 1.1430 -0.8117 -1.6215  -0.75
C5 -0.1614 1.0125 -0.8360  0.13


(8)
Below is the molecule C5H10O2, with properties calculated with the ωB97M-V functional and the def2-TZVPD basis.

The calculation puts the energy above the lowest of the compared OMol25 structures with the same formula, charge and spin at 100.35 kcal/mol. As for the charge: 0. The HOMO-LUMO gap comes out at 9.39 eV.

Last column: natural (NBO) charge in e.
Atoms and positions in Å:
C1 -0.4152 0.4170 -1.2973  -0.46
H1 2.4260 0.4082 1.5866  0.24
C2 -1.2292 1.3913 -0.4168  -0.07
C3 0.5031 -0.3714 1.1803  0.26
H2 2.4678 -1.1766 0.7743  0.21
H3 0.0116 -1.6550 -1.6502  0.19
C4 1.9609 -0.5837 1.5473  -0.77
O1 -2.1793 0.7423 0.3958  -0.74
H4 -1.6655 0.4047 1.1524  0.49
H5 0.6548 0.6511 -1.2420  0.21
C5 -0.5105 -1.0464 -0.9054  -0.06
H6 -1.5275 -1.4228 -0.7748  0.21
O2 0.3143 -1.2727 0.2479  -0.52
H7 -0.6948 0.4941 -2.3507  0.22
H8 -1.7706 2.0993 -1.0531  0.18
H9 2.1369 -1.0391 2.5242  0.24
H10 -0.5278 1.9652 0.1997  0.18